Entry 1:
{"formula": "C4H9O", "method": "ωB97M-V/def2-TZVPD", "species": ["C", "O", "C", "C", "C", "H", "H", "H", "H", "H", "H", "H", "H", "H"], "xyz": [[-0.58181, -0.39059, 0.66428], [-1.77523, -0.95117, 0.38528], [-0.45180, 1.11772, 1.05889], [-0.03991, 0.71374, -0.32268], [1.46568, 0.74072, -0.55230], [-0.07482, -0.98615, 1.45584], [4.03684, -5.51690, -4.60796], [-1.44066, 1.47149, 1.34586], [0.41785, 1.45367, 1.61706], [4.15904, -4.78905, -4.75062], [-0.73724, 0.85584, -1.15356], [1.67905, 1.38076, -1.42883], [2.12815, 0.89902, 0.30498], [1.68062, -0.24886, -0.95421]], "max_force_ev_per_a": 2.196, "lumo_energy_ev": [6.4, 6.4], "e_homo_ev": [4.388, 0.235], "de_lowest_ev": 2.047, "total_energy_ha": -232.7745, "multiplicity": 2, "total_charge": -2, "homo_lumo_gap_ev": [2.05, 6.20]}

***

Entry 2:
{"formula": "C4H9O2", "method": "ωB97M-V/def2-TZVPD", "species": ["C", "C", "H", "H", "H", "H", "H", "H", "C", "C", "O", "O", "H", "H", "H"], "xyz": [[0.64863, 0.83080, -2.32715], [-0.45068, 1.76738, -1.92524], [1.66191, 1.26431, -2.23354], [0.77955, 0.01297, -1.55752], [0.73549, 0.41872, -3.32324], [-0.24029, 2.11318, -0.88428], [-0.57079, 2.63674, -2.56267], [-1.46472, 1.35565, -1.81720], [-1.30093, -0.41732, 1.59145], [0.09942, -0.81688, 1.14798], [0.28110, -1.97303, 0.73209], [0.95638, 0.06125, 1.32811], [-1.71222, 0.14412, 0.67582], [-1.29153, 0.41969, 2.28007], [-1.77582, -1.25494, 2.01878]], "max_force_ev_per_a": 2.895, "lumo_energy_ev": 4.0, "e_homo_ev": -3.716, "de_lowest_ev": 0.627, "total_energy_ha": -308.3218, "total_charge": -1, "homo_lumo_gap_ev": 7.73}

***

Entry 3:
{"formula": "C4H9O2", "method": "ωB97M-V/def2-TZVPD", "species": ["C", "O", "C", "C", "C", "O", "H", "H", "H", "H", "H", "H", "H", "H", "H"], "xyz": [[-0.28206, -0.64998, -1.73518], [0.14886, -1.89147, -1.51309], [-0.78624, 0.02385, -0.42476], [0.41396, 0.49207, 0.35382], [0.13085, 0.52665, 1.92202], [1.59229, -0.26522, 0.12725], [0.35654, 0.18961, -2.18403], [-1.10194, -0.54959, -2.50947], [-1.24598, -0.80026, 0.12774], [-1.55183, 0.76902, -0.64733], [0.68269, 1.54463, 0.16713], [-0.10089, -0.49358, 2.20902], [1.09651, 0.86409, 2.30156], [-0.58712, 1.32147, 2.11992], [1.23437, -1.08128, -0.31460]], "max_force_ev_per_a": 2.502, "lumo_energy_ev": 4.3, "e_homo_ev": -2.877, "de_lowest_ev": 2.080, "smiles": "C[C@@H](O)CC[O-]", "total_energy_ha": -308.2685, "total_charge": -1, "homo_lumo_gap_ev": 7.15}

***

Entry 4:
{"formula": "C4H9O2", "method": "ωB97M-V/def2-TZVPD", "species": ["C", "C", "O", "O", "H", "H", "H", "C", "C", "H", "H", "H", "H", "H", "H"], "xyz": [[-1.21527, 0.45502, -2.01958], [-2.00768, -0.96172, -1.69369], [-1.84387, -1.90873, -2.42552], [-2.72830, -1.09144, -0.60282], [-1.51125, 1.22553, -1.30690], [-1.32865, 0.69816, -3.11754], [-0.20240, 0.07878, -1.78401], [1.45318, 0.94020, 1.46737], [1.11719, -0.53139, 1.83806], [2.53041, 0.97129, 1.90579], [1.78150, 1.10395, 0.48245], [0.73963, 1.70292, 1.62136], [0.43235, -1.05439, 1.03211], [0.71700, -0.51735, 2.82839], [2.06616, -1.11083, 1.77452]], "max_force_ev_per_a": 4.067, "lumo_energy_ev": [0.7, -3.1], "e_homo_ev": [-11.009, -10.587], "de_lowest_ev": 1.109, "total_energy_ha": -308.1724, "multiplicity": 2, "homo_lumo_gap_ev": [11.74, 7.49]}

***

Entry 5:
{"formula": "C4H9O2", "method": "ωB97M-V/def2-TZVPD", "species": ["C", "C", "H", "H", "H", "H", "H", "H", "C", "C", "O", "O", "H", "H", "H"], "xyz": [[-0.15560, -1.22018, -0.19122], [-0.55629, -2.66306, 0.11515], [0.06130, -1.09407, -1.25701], [-0.95120, -0.51702, 0.05616], [0.73635, -0.92482, 0.34667], [-1.47208, -2.69456, 0.71984], [0.15618, -3.17527, 0.74473], [-0.80432, -3.21087, -0.78783], [0.30737, 2.40260, 0.66839], [0.53776, 2.02292, -0.79478], [-0.29473, 2.16903, -1.65462], [1.72977, 1.52516, -0.94566], [0.33868, 3.48174, 0.79251], [1.03769, 1.92482, 1.32245], [-0.67089, 1.97358, 0.86523]], "max_force_ev_per_a": 1.174, "lumo_energy_ev": [0.8, -3.0], "e_homo_ev": [-10.907, -10.738], "de_lowest_ev": 0.098, "total_energy_ha": -308.2096, "multiplicity": 2, "homo_lumo_gap_ev": [11.74, 7.74]}

***

Entry 6:
{"formula": "C4H9O2P", "method": "ωB97M-V/def2-TZVPD", "species": ["C", "C", "C", "C", "O", "O", "P", "H", "H", "H", "H", "H", "H", "H", "H", "H"], "xyz": [[-1.79345, 1.74241, -1.92366], [1.19903, -1.20403, -1.04982], [0.77890, -0.58745, 1.78951], [-2.85731, 1.34384, -1.25788], [-0.89007, 2.13372, -2.54852], [-1.33705, -1.03254, 0.08753], [0.01538, -0.51226, 0.10979], [0.15338, 0.89366, -0.39569], [1.19187, -0.82576, -2.08070], [2.21304, -1.16271, -0.58290], [0.87782, -2.32535, -1.17492], [1.86030, -0.44243, 1.80970], [0.50809, 0.23736, 2.43152], [0.59821, -1.69974, 2.21993], [-3.80940, 1.64724, -1.59424], [-2.58448, 1.10744, -0.27406]], "max_force_ev_per_a": 3.280, "lumo_energy_ev": 0.8, "e_homo_ev": -8.957, "de_lowest_ev": 2.532, "smiles": "C[PH](C)=O.C=C=O", "total_energy_ha": -649.5988, "homo_lumo_gap_ev": 9.77}

***

Entry 7:
{"formula": "C4H9O2P", "method": "ωB97M-V/def2-TZVPD", "species": ["C", "C", "C", "C", "O", "O", "P", "H", "H", "H", "H", "H", "H", "H", "H", "H"], "xyz": [[0.15807, 1.35073, 0.14406], [0.33922, -1.07114, 0.25033], [-0.47649, 0.00446, -0.46311], [-2.02042, -0.18154, -0.28492], [3.28790, -0.40817, -0.57297], [1.56678, 1.18470, -0.02417], [2.12973, -0.21344, 0.29485], [-0.04589, 2.18677, -0.59255], [-0.00896, 1.56966, 1.24871], [-0.09882, -1.39245, 1.25641], [0.42856, -1.97487, -0.37367], [-0.34725, 0.17524, -1.54796], [-2.40033, -0.14966, 0.79237], [-2.31583, -1.21326, -0.83813], [-2.61590, 0.47309, -0.91951], [2.41963, -0.34013, 1.63026]], "max_force_ev_per_a": 2.735, "lumo_energy_ev": 0.8, "e_homo_ev": -10.160, "de_lowest_ev": 1.331, "smiles": "C[C@H]1CO[P@H](=O)C1", "total_energy_ha": -649.6430, "homo_lumo_gap_ev": 10.99}

***

Entry 8:
{"formula": "C4H9O2S", "method": "ωB97M-V/def2-TZVPD", "species": ["C", "C", "S", "H", "H", "H", "H", "H", "H", "C", "C", "O", "O", "H", "H", "H"], "xyz": [[1.22553, -1.26194, -1.05568], [2.13474, 0.35991, 0.90097], [2.66317, -1.02810, -0.23555], [0.75525, -0.25026, -1.47693], [1.45402, -2.06295, -1.86961], [0.37136, -1.58635, -0.56346], [1.60850, 0.03324, 1.87669], [1.45756, 0.97824, 0.26470], [2.90536, 1.12614, 1.21430], [-2.08761, 0.51288, 0.83203], [-2.02189, 0.56300, -0.76722], [-1.94258, 1.68677, -1.22452], [-2.17108, -0.54057, -1.29908], [-1.60862, 1.40513, 1.30938], [-1.55970, -0.44268, 1.09408], [-3.18400, 0.50755, 0.99988]], "max_force_ev_per_a": 5.239, "lumo_energy_ev": 3.1, "e_homo_ev": -3.873, "de_lowest_ev": 1.502, "total_energy_ha": -706.4928, "total_charge": -1, "homo_lumo_gap_ev": 6.99}

***

Entry 9:
{"formula": "C4H9O2Si", "method": "ωB97M-V/def2-TZVPD", "species": ["C", "C", "C", "C", "O", "O", "Si", "H", "H", "H", "H", "H", "H", "H", "H", "H"], "xyz": [[1.56383, 0.24574, 0.02503], [-0.55933, 0.93509, 1.29750], [-0.55370, 0.69564, -1.23925], [0.05886, 0.19214, 0.02946], [1.84549, -1.01004, -0.02913], [2.30424, 1.21935, 0.01793], [0.03649, -1.66708, -0.03711], [-1.65562, 1.22184, 1.06743], [-0.10741, 1.96825, 1.26577], [-0.57621, 0.48966, 2.27094], [-1.36670, -0.03800, -1.48917], [0.33243, 0.62253, -1.97972], [-0.91525, 1.80490, -1.20810], [-1.26288, -2.06732, 0.27882], [0.58953, -2.43964, 1.14460], [0.26624, -2.17306, -1.41501]], "max_force_ev_per_a": 3.654, "lumo_energy_ev": 3.9, "e_homo_ev": -4.398, "de_lowest_ev": 0.712, "total_energy_ha": -597.7998, "total_charge": -1, "homo_lumo_gap_ev": 8.25}

***

Entry 10:
{"formula": "C4H9O3", "method": "ωB97M-V/def2-TZVPD", "species": ["O", "C", "C", "C", "C", "O", "H", "H", "H", "H", "H", "H", "H", "H", "H", "O"], "xyz": [[-1.65418, 1.42979, -2.61501], [-1.26090, 0.62252, -1.72386], [-1.81073, -0.59088, -1.34863], [-1.33942, -1.27952, -0.10048], [0.08294, -1.81535, -0.00778], [0.12817, -3.24323, -0.42245], [-0.35023, 0.94054, -1.15128], [-0.33465, -3.23229, -1.24581], [-2.62927, -1.02200, -1.90880], [-1.43601, -0.63351, 0.79799], [-1.99490, -2.15447, -0.02450], [0.80641, -1.31069, -0.65183], [0.44144, -1.95786, 1.01652], [4.34023, 3.32909, 4.59896], [4.65668, 4.44943, 3.70107], [4.40806, 4.30440, 4.59881]], "max_force_ev_per_a": 2.241, "lumo_energy_ev": 2.6, "e_homo_ev": -2.221, "de_lowest_ev": 2.732, "total_energy_ha": -383.5061, "total_charge": -1, "homo_lumo_gap_ev": 4.83}

***

Entry 11:
{"formula": "C4H9O3S", "method": "ωB97M-V/def2-TZVPD", "species": ["O", "C", "O", "C", "C", "C", "S", "H", "H", "H", "H", "H", "H", "H", "H", "H", "O"], "xyz": [[2.53650, 0.49887, -0.36600], [1.71617, 0.74090, 0.51843], [1.41239, 1.84238, 0.90648], [0.86354, -0.43613, 0.98121], [-0.30871, -0.43161, 0.03507], [-0.83257, -1.82404, -0.32716], [-1.78455, -1.75000, -1.86834], [0.58770, -0.06706, 1.96511], [1.23965, -1.40552, 1.07581], [-1.10023, 0.24363, 0.28133], [0.03891, 0.00576, -0.99183], [0.00344, -2.52862, -0.35588], [-1.59593, -2.13385, 0.41088], [-2.78592, -2.42130, -1.40258], [-0.87033, 3.45008, 0.97836], [0.00680, 2.55821, 1.87681], [-0.89911, 2.90923, 1.81079]], "max_force_ev_per_a": 4.116, "lumo_energy_ev": 3.0, "e_homo_ev": -4.138, "de_lowest_ev": 0.990, "total_energy_ha": -781.7693, "total_charge": -1, "homo_lumo_gap_ev": 7.13}

***

Entry 12:
{"formula": "C4H9O4", "method": "ωB97M-V/def2-TZVPD", "species": ["C", "O", "C", "C", "C", "O", "O", "H", "H", "H", "H", "H", "H", "H", "H", "H", "O"], "xyz": [[-0.09611, -0.77542, 1.76722], [0.78472, -1.74409, 1.97745], [0.13278, -0.03723, 0.37590], [-1.10091, 0.85875, -0.05864], [-1.06358, 1.68166, -1.27996], [-0.14954, 1.25475, -2.20037], [-1.76963, 2.62099, -1.59654], [-1.09652, -1.22005, 1.57814], [-0.12539, -0.01863, 2.57064], [0.39902, -0.63360, -0.45728], [1.03908, 0.53331, 0.42910], [-2.02631, 0.29093, -0.31608], [-1.24340, 1.28795, 0.91074], [0.08265, 1.86979, -2.89677], [1.82856, -2.41851, 1.19470], [2.36772, -3.28165, 0.00741], [2.64078, -3.00999, 0.87730]], "max_force_ev_per_a": 2.744, "lumo_energy_ev": 3.0, "e_homo_ev": -3.358, "de_lowest_ev": 2.473, "total_energy_ha": -458.7766, "total_charge": -1, "homo_lumo_gap_ev": 6.40}

***

Entry 13:
{"formula": "C4H9P", "method": "ωB97M-V/def2-TZVPD", "species": ["C", "C", "C", "C", "P", "H", "H", "H", "H", "H", "H", "H", "H", "H"], "xyz": [[-0.01798, 2.36413, -0.21400], [0.29701, 1.16606, 0.14265], [-1.39348, -1.50056, 0.72342], [1.45827, 0.29993, 0.22677], [-1.35174, -2.25884, -0.88078], [-1.06897, 2.72475, -0.41049], [0.74647, 3.27127, -0.39279], [-0.49205, -1.48317, 1.12329], [-2.24819, -1.87662, 1.19859], [2.29143, 1.00144, 0.38205], [1.49758, -0.45936, -0.61218], [1.31234, -0.20334, 1.18997], [-0.65379, -1.38658, -1.57478], [-2.58558, -1.73067, -1.40699]], "max_force_ev_per_a": 4.497, "lumo_energy_ev": [-0.1, 0.2], "e_homo_ev": [-8.029, -8.002], "de_lowest_ev": 4.839, "total_energy_ha": -498.9257, "homo_lumo_gap_ev": [7.95, 8.23]}

***

Entry 14:
{"formula": "C4HBiLiO4", "method": "ωB97M-V/def2-TZVPD", "species": ["O", "C", "C", "C", "H", "Li", "O", "C", "O", "O", "Bi"], "xyz": [[-0.94279, 2.88909, 0.20135], [-0.47099, 3.88209, -0.06707], [-0.94613, -0.90179, -0.89966], [-1.18528, -1.85383, -0.09920], [-1.90814, -2.36054, 0.52393], [-1.42674, 0.88410, 0.61959], [1.44862, -1.83294, 0.24977], [1.01762, -0.71168, -0.04525], [1.00022, 0.33369, 0.65120], [0.37820, -0.64872, -1.22666], [3.03541, 0.32053, 0.09200]], "max_force_ev_per_a": 8.135, "lumo_energy_ev": -18.3, "e_homo_ev": -23.113, "de_lowest_ev": 3.676, "total_energy_ha": -674.5853, "total_charge": 3, "homo_lumo_gap_ev": 4.80}

***

Entry 15:
{"formula": "C4HCeLiO4", "method": "ωB97M-V/def2-TZVPD", "species": ["O", "C", "C", "C", "H", "Li", "O", "C", "O", "O", "Ce"], "xyz": [[1.22436, -0.21186, 0.30631], [0.90630, -0.93704, -0.50085], [4.37874, 0.84634, 2.04008], [4.50226, 0.36352, 0.90324], [4.56929, 0.38993, -0.17296], [2.03982, 1.16224, 1.69324], [4.86172, -0.35335, 2.77154], [3.76924, -0.73214, 3.49095], [3.93913, -1.38757, 4.52158], [2.83755, 0.12103, 3.33518], [1.87040, -1.25055, 6.02073]], "max_force_ev_per_a": 5.322, "lumo_energy_ev": [-8.5, -8.5], "e_homo_ev": [-15.164, -16.539], "de_lowest_ev": 3.183, "total_energy_ha": -935.8487, "multiplicity": 3, "total_charge": 2, "homo_lumo_gap_ev": [6.70, 8.01]}

***

Entry 16:
{"formula": "C4HCl2NO2S", "method": "ωB97M-V/def2-TZVPD", "species": ["O", "Cl", "Cl", "N", "O", "S", "C", "C", "C", "C", "H"], "xyz": [[-1.96512, -1.77134, -0.04570], [2.39458, 2.63764, -0.91531], [1.42499, 0.63054, 1.73448], [0.26261, 1.49810, -1.97642], [-0.51327, -1.68620, 1.66750], [-0.92088, 0.28495, -1.84048], [-1.02011, -1.23625, 0.49681], [0.99818, 1.61440, -0.89784], [0.67391, 0.68138, 0.15641], [-0.32573, -0.16349, -0.23897], [-1.00915, -2.48974, 1.85952]], "max_force_ev_per_a": 2.752, "lumo_energy_ev": -0.8, "e_homo_ev": -9.879, "de_lowest_ev": 0.060, "smiles": "O=C(O)c1snc(Cl)c1Cl", "total_energy_ha": -1676.8438, "homo_lumo_gap_ev": 9.13}

***

Entry 17:
{"formula": "C4HF2NO2", "method": "ωB97M-V/def2-TZVPD", "species": ["C", "C", "C", "C", "N", "O", "O", "F", "F", "H"], "xyz": [[-0.88172, -0.98299, -0.29137], [-1.39149, -2.22054, -0.24992], [0.45119, -0.04081, -0.34023], [1.05574, 1.12704, 0.25339], [0.39433, 1.74308, 1.20737], [-1.99277, -3.16456, -0.04995], [0.69923, 2.72080, 1.90185], [1.06342, -0.38816, -1.46766], [2.27003, 1.42180, -0.37356], [-1.66795, -0.21565, -0.58991]], "max_force_ev_per_a": 4.384, "lumo_energy_ev": [-1.7, -1.7], "e_homo_ev": [-9.414, -9.415], "de_lowest_ev": 2.418, "smiles": "O=C=C/C(F)=C(/F)N=O", "total_energy_ha": -557.7665, "homo_lumo_gap_ev": [7.73, 7.73]}

***

Entry 18:
{"formula": "C4HINO3", "method": "ωB97M-V/def2-TZVPD", "species": ["C", "C", "C", "C", "N", "O", "O", "O", "I", "H"], "xyz": [[-0.15091, -0.06140, -0.00643], [1.08839, -0.58301, -0.33016], [-0.40963, -0.77117, 1.26505], [0.67568, -1.59710, 0.69352], [-1.38945, 1.78837, -1.52140], [2.05608, -0.38836, -1.04806], [-1.14733, -0.75366, 2.24190], [1.01106, -2.79698, 0.81602], [-1.30302, 3.39959, -0.23925], [-0.43086, 1.76371, -1.87120]], "max_force_ev_per_a": 4.357, "lumo_energy_ev": [2.0, 2.3], "e_homo_ev": [-4.768, -4.694], "de_lowest_ev": 3.672, "total_energy_ha": -731.0649, "total_charge": -1, "homo_lumo_gap_ev": [6.79, 6.96]}

***

Entry 19:
{"formula": "C4HLiMgO4", "method": "ωB97M-V/def2-TZVPD", "species": ["O", "C", "C", "C", "H", "Li", "O", "C", "O", "O", "Mg"], "xyz": [[-2.00277, 0.02743, -1.93692], [-2.28797, -0.64372, -2.80144], [1.03613, 1.09590, -0.08132], [1.28194, 0.49186, -1.15419], [1.38860, 0.43297, -2.22636], [-1.23785, 1.38266, -0.49840], [1.70166, -0.15794, 0.58634], [0.62695, -0.60177, 1.28193], [0.78949, -1.25729, 2.31457], [-0.30663, 0.26333, 1.14986], [-0.98955, -1.03344, 3.36593]], "max_force_ev_per_a": 5.059, "lumo_energy_ev": [-4.7, -4.9], "e_homo_ev": [-10.783, -13.210], "de_lowest_ev": 4.868, "total_energy_ha": -661.1927, "multiplicity": 2, "total_charge": 1, "homo_lumo_gap_ev": [6.08, 8.36]}

***

Entry 20:
{"formula": "C4HLiO4Tl", "method": "ωB97M-V/def2-TZVPD", "species": ["O", "C", "C", "C", "H", "Li", "O", "C", "O", "O", "Tl"], "xyz": [[2.37022, 2.02892, 0.71010], [3.27263, 2.28332, 1.34176], [0.14688, -0.78052, -1.51721], [-0.96119, -0.31327, -1.90008], [-1.51381, 0.34824, -2.55103], [0.81942, 1.26475, -0.53311], [-1.77952, -1.28079, 0.28740], [-0.54825, -1.24669, 0.57077], [-0.12478, -0.18997, 1.10949], [0.20187, -1.68210, -0.49762], [-1.88347, -0.43188, 2.97952]], "max_force_ev_per_a": 8.163, "lumo_energy_ev": -4.7, "e_homo_ev": -13.395, "de_lowest_ev": 3.600, "total_energy_ha": -633.6390, "total_charge": 1, "homo_lumo_gap_ev": 8.70}